DFT (ωB97M-V/def2-TZVPD) results for a 2-piece molecular cluster, C3H3N2O overall in a non-equilibrium geometry.

Element x y z (Å)
C: -4.42807 -0.25075 0.32341
C: -1.85253 -0.91265 -0.45782
C: -0.17773 0.34418 0.45794
N: -2.66726 -0.85366 -1.26330
N: -0.89575 -0.77653 0.43428
O: -4.74485 0.82889 0.24514
H: 0.55277 0.57190 1.13492
H: -0.36210 0.93896 -0.33806
H: -0.84809 -1.42952 1.15528

Cartesian forces (eV/Å) of the 3 atoms listed first:
C 0.137 1.374 -0.506
C 5.146 0.220 5.550
C 1.103 2.188 -0.121

Results
**ΔE to the lowest compared entry with this formula, charge and spin**: 136.2 kJ/mol
**Multiplicity**: 3
**HOMO level (spin up / spin down)**: -0.496 / -0.658 hartree
**E_tot**: -8173.1958 eV
**Total charge**: +1